C23H49NNiO18S6 as an isolated structure in a non-equilibrium geometry, computed with wB97M-V/def2-TZVPD.

Last column: Löwdin charge in e.
Atoms and positions in Å:
Ni (0.73, 0.41, -0.74)  0.5667
S (-0.92, -1.36, 0.44)  0.2175
O (-0.77, -0.93, -0.96)  -0.3815
O (-2.22, -0.97, 1.01)  -0.3488
O (-0.58, -2.76, 0.53)  -0.3199
O (0.12, -0.52, 0.93)  -0.3704
C (-3.03, -2.68, -2.47)  -0.0844
C (-1.86, -3.65, -2.38)  -0.1288
O (-1.95, -4.37, -3.60)  0.0325
C (-3.17, -4.19, -4.19)  -0.5602
O (-3.48, -4.63, -5.27)  0.1503
O (-3.90, -3.40, -3.39)  0.0714
H (-2.70, -1.68, -2.75)  0.0910
H (-3.42, -2.53, -1.46)  0.1236
H (-1.80, -4.30, -1.51)  0.1324
H (-0.89, -3.14, -2.46)  0.1040
C (-4.98, -0.58, 0.41)  -0.1711
C (-5.21, 0.22, 1.73)  -0.0958
O (-5.86, 1.37, 1.26)  0.0573
C (-6.21, 1.23, -0.03)  -0.5271
O (-6.75, 2.10, -0.72)  0.1141
O (-5.82, 0.01, -0.48)  0.0469
H (-5.28, -1.62, 0.56)  0.1402
H (-3.99, -0.49, -0.04)  0.0695
H (-4.29, 0.56, 2.20)  0.1191
H (-5.77, -0.44, 2.40)  0.1323
C (-1.74, -1.17, 4.10)  -0.1691
C (-0.42, -1.93, 3.94)  -0.1262
O (-0.02, -2.22, 5.24)  0.0908
C (-0.74, -1.52, 6.11)  -0.5307
O (-0.48, -1.46, 7.29)  0.1395
O (-1.78, -0.91, 5.45)  0.0590
H (-2.54, -1.83, 3.77)  0.1283
H (-1.88, -0.23, 3.57)  0.0993
H (0.26, -1.30, 3.37)  0.1008
H (-0.60, -2.80, 3.30)  0.1287
C (3.24, 1.41, 4.65)  -0.0940
C (3.48, 0.56, 3.37)  -0.2487
C (4.77, -0.24, 3.29)  -0.1985
C (4.99, -1.14, 4.44)  -0.2071
N (5.13, -1.84, 5.36)  0.1421
H (4.01, 1.35, 5.42)  0.0692
H (2.29, 1.31, 5.17)  0.0642
H (3.32, 2.48, 4.47)  0.0557
H (3.27, 1.19, 2.51)  0.0735
H (2.77, -0.26, 3.24)  0.1022
H (5.63, 0.42, 3.13)  0.1168
H (4.66, -0.80, 2.35)  0.0617
C (-3.23, 1.16, -2.34)  -0.1987
S (-2.06, 2.42, -1.62)  0.9727
O (-0.69, 1.70, -1.61)  -0.5969
C (-2.65, 2.29, 0.09)  -0.2169
H (-3.06, 0.91, -3.39)  0.0517
H (-4.21, 1.61, -2.22)  0.0486
H (-3.22, 0.21, -1.81)  0.0292
H (-2.00, 2.93, 0.68)  0.0320
H (-2.52, 1.28, 0.48)  0.0442
H (-3.68, 2.63, 0.13)  0.0622
C (-0.25, 2.05, 3.15)  -0.1733
S (1.02, 2.74, 1.93)  0.9131
O (0.87, 2.05, 0.56)  -0.5785
C (0.60, 4.47, 1.85)  -0.2526
H (-0.07, 0.98, 3.20)  0.0251
H (-1.28, 2.22, 2.83)  0.0491
H (0.12, 2.47, 4.08)  0.0510
H (0.86, 4.95, 0.91)  0.0554
H (1.14, 5.03, 2.63)  0.0577
H (-0.48, 4.60, 1.87)  0.0464
C (-0.36, -0.32, -4.36)  -0.2070
S (1.44, -0.37, -3.95)  0.9283
O (1.52, -0.55, -2.43)  -0.5935
C (1.75, -2.05, -4.64)  -0.2194
H (-0.90, 0.41, -3.75)  0.0200
H (-0.85, -1.27, -4.16)  0.0452
H (-0.48, -0.14, -5.43)  0.0588
H (1.57, -2.04, -5.72)  0.0594
H (1.20, -2.81, -4.08)  0.0561
H (2.81, -2.25, -4.47)  0.0415
C (4.57, -1.24, -1.63)  -0.2261
S (3.59, -1.56, -0.09)  0.9713
O (2.53, -0.44, -0.14)  -0.5740
C (2.72, -3.07, -0.75)  -0.1999
H (5.31, -1.99, -1.92)  0.0564
H (5.12, -0.30, -1.58)  0.0445
H (3.84, -1.07, -2.42)  0.0130
H (3.38, -3.94, -0.66)  0.0528
H (2.37, -3.01, -1.78)  0.0361
H (1.79, -3.26, -0.22)  0.0443
C (1.61, 3.61, -3.45)  -0.2322
S (2.61, 3.28, -2.00)  0.8915
O (2.00, 1.96, -1.60)  -0.5897
C (4.22, 3.04, -2.78)  -0.2432
H (1.95, 4.52, -3.95)  0.0569
H (0.56, 3.72, -3.17)  0.0471
H (1.70, 2.68, -4.02)  0.0390
H (4.46, 3.91, -3.39)  0.0542
H (4.16, 2.15, -3.41)  0.0561
H (4.99, 2.99, -2.01)  0.0528

## Properties
HOMO (spin up / spin down) ... -8.56 / -8.72 eV
Multiplicity ... 3
LUMO level (spin up / spin down) ... -0.36 / -0.36 eV
⟨S²⟩ ... 2.004

---

A 6-piece molecular cluster, C23H50BO24S6 overall in a non-equilibrium geometry, computed with wB97M-V/def2-TZVPD.

Last column: Löwdin charge in e.
Atoms and positions in Å:
C (-0.61, -0.81, -4.40)  -0.1323
C (0.56, 0.32, -4.03)  -0.2494
C (1.77, -0.42, -3.16)  -0.1987
C (1.30, -0.29, -1.57)  -0.1924
C (2.18, -1.23, -0.55)  -0.2036
C (3.28, -0.33, 0.27)  -0.2080
C (2.58, 0.89, 1.18)  -0.2094
C (1.44, 0.33, 2.23)  -0.2071
C (0.36, 1.51, 2.70)  -0.1658
B (-0.70, 1.92, 1.49)  -0.8222
O (-1.88, 1.05, 1.62)  -0.1043
C (-1.01, 3.53, 1.66)  -0.1574
C (-1.70, 4.25, 0.36)  -0.2128
C (-0.84, 4.16, -1.03)  -0.2134
C (-0.19, 5.62, -1.51)  -0.2258
S (1.59, 5.72, -0.87)  0.7982
O (1.54, 5.92, 0.68)  -0.3644
O (2.31, 6.89, -1.59)  -0.4152
O (2.51, 4.30, -1.26)  -0.2455
H (-1.05, -1.15, -3.36)  0.0482
H (-0.15, -1.74, -4.99)  0.0894
H (-1.48, -0.28, -5.00)  0.0755
H (0.06, 1.21, -3.42)  0.1091
H (1.01, 0.81, -5.01)  0.0825
H (2.75, 0.24, -3.31)  0.0893
H (1.95, -1.54, -3.49)  0.1097
H (0.16, -0.62, -1.56)  0.1054
H (1.35, 0.86, -1.32)  0.0897
H (2.79, -2.01, -1.22)  0.1115
H (1.47, -1.86, 0.15)  0.0718
H (3.95, -1.05, 0.94)  0.1068
H (4.01, 0.12, -0.56)  0.1014
H (3.49, 1.36, 1.80)  0.1063
H (2.19, 1.77, 0.48)  0.0940
H (0.79, -0.54, 1.79)  0.0911
H (2.01, 0.00, 3.22)  0.1039
H (-0.29, 1.12, 3.60)  0.0969
H (0.99, 2.46, 2.97)  0.0874
H (-0.20, 1.73, 0.42)  0.0751
H (-1.48, 0.11, 1.66)  0.0765
H (-1.74, 3.68, 2.59)  0.0981
H (-0.01, 4.14, 1.93)  0.0951
H (-1.78, 5.41, 0.63)  0.0969
H (-2.83, 3.90, 0.22)  0.1125
H (-1.58, 3.78, -1.87)  0.1227
H (0.06, 3.41, -1.01)  0.0781
H (-0.88, 6.48, -1.12)  0.1195
H (-0.22, 5.60, -2.69)  0.1159
H (2.00, 3.75, -1.95)  0.0952
C (-0.48, -5.58, -0.11)  -0.1369
C (-0.94, -6.19, 1.21)  -0.1579
O (-0.24, -5.47, 2.22)  -0.2983
S (0.00, -3.94, 1.71)  0.6909
O (-1.04, -3.10, 2.27)  -0.2285
O (1.40, -3.63, 1.82)  -0.2354
O (-0.35, -4.18, 0.13)  -0.3079
H (0.51, -5.97, -0.40)  0.1378
H (-1.19, -5.76, -0.93)  0.1357
H (-0.73, -7.26, 1.27)  0.1290
H (-2.02, -6.02, 1.36)  0.1353
C (5.07, 3.82, -5.22)  -0.1703
C (4.90, 2.90, -4.02)  -0.1655
O (4.00, 1.88, -4.45)  -0.2225
S (4.22, 1.62, -6.04)  0.6702
O (5.09, 0.47, -6.19)  -0.2375
O (2.94, 1.73, -6.71)  -0.2416
O (5.09, 2.96, -6.36)  -0.1983
H (4.22, 4.50, -5.33)  0.1342
H (6.00, 4.40, -5.17)  0.1359
H (4.50, 3.43, -3.15)  0.1286
H (5.85, 2.42, -3.75)  0.1351
C (-4.65, -2.90, -0.14)  -0.1694
C (-4.66, -1.69, -1.06)  -0.1690
O (-3.31, -1.50, -1.46)  -0.1843
S (-2.57, -2.96, -1.53)  0.6839
O (-2.58, -3.40, -2.91)  -0.2441
O (-1.37, -2.90, -0.73)  -0.2372
O (-3.70, -3.80, -0.71)  -0.1998
H (-4.30, -2.64, 0.86)  0.1367
H (-5.63, -3.38, -0.07)  0.1319
H (-5.05, -0.79, -0.56)  0.1419
H (-5.25, -1.88, -1.96)  0.1288
C (-4.58, 5.50, 2.99)  -0.1723
C (-5.51, 4.58, 3.76)  -0.1744
O (-6.66, 4.42, 2.93)  -0.2028
S (-6.19, 4.49, 1.37)  0.6713
O (-6.04, 3.14, 0.88)  -0.2359
O (-6.99, 5.49, 0.69)  -0.2478
O (-4.70, 5.11, 1.62)  -0.2086
H (-4.89, 6.55, 3.07)  0.1290
H (-3.54, 5.41, 3.32)  0.1318
H (-5.80, 5.00, 4.73)  0.1325
H (-5.06, 3.59, 3.91)  0.1373
C (3.09, -6.89, 5.24)  -0.1709
C (2.16, -7.81, 6.02)  -0.1793
O (1.01, -7.97, 5.18)  -0.1888
S (1.48, -7.90, 3.62)  0.7319
O (1.63, -9.25, 3.14)  -0.2404
O (0.68, -6.90, 2.95)  -0.2471
O (2.97, -7.28, 3.88)  -0.1823
H (2.78, -5.84, 5.33)  0.1370
H (4.13, -6.98, 5.57)  0.1357
H (1.87, -7.39, 6.99)  0.1357
H (2.61, -8.80, 6.16)  0.1301

## Properties
HOMO ... -4.19 eV
LUMO level ... 1.72 eV
Total charge ... -1